C42H68F6N3O22S2 | wB97M-V/def2-TZVPD

Last column: Mulliken charge in e.
Element x y z (Å)
C: -36.308 2.758 3.359  0.645
F: -36.360 2.488 2.047  -0.237
F: -35.135 2.281 3.829  -0.224
F: -36.377 4.049 3.524  -0.213
S: -37.817 1.871 4.271  0.957
O: -38.895 2.805 3.980  -0.663
O: -38.094 0.615 3.592  -0.570
N: -37.440 1.844 6.005  -0.409
S: -36.977 0.400 6.133  1.116
O: -38.115 -0.460 6.215  -0.656
O: -35.928 -0.033 5.213  -0.624
C: -36.074 0.292 7.800  0.517
F: -36.990 0.218 8.786  -0.205
F: -35.301 -0.849 7.775  -0.225
F: -35.219 1.244 7.948  -0.210
O: -30.925 8.585 3.146  -0.631
C: -31.104 9.204 2.094  0.523
O: -30.161 9.831 1.504  -0.324
C: -30.616 10.523 0.386  -0.369
C: -32.128 10.466 0.417  -0.508
C: -32.380 9.289 1.370  -0.292
H: -30.214 10.002 -0.483  0.287
H: -30.315 11.569 0.429  0.271
H: -32.478 10.136 -0.561  0.248
H: -32.701 11.356 0.676  0.301
H: -32.576 8.449 0.704  0.205
H: -33.227 9.400 2.047  0.288
O: -29.760 -2.716 6.057  -0.669
C: -29.518 -2.710 7.301  0.561
O: -29.776 -1.652 8.004  -0.316
C: -29.370 -1.818 9.341  -0.381
C: -29.240 -3.287 9.550  -0.447
C: -28.886 -3.812 8.186  -0.374
H: -30.241 -1.335 9.782  0.284
H: -28.438 -1.278 9.513  0.258
H: -30.178 -3.779 9.809  0.225
H: -28.551 -3.615 10.328  0.344
H: -29.368 -4.753 7.923  0.264
H: -27.817 -3.892 7.990  0.251
O: -31.146 -5.027 14.955  -0.553
C: -31.585 -3.943 15.207  0.461
O: -30.879 -3.046 16.015  -0.370
C: -31.605 -1.810 16.161  -0.402
C: -32.683 -1.832 15.129  -0.555
C: -32.811 -3.283 14.652  -0.237
H: -31.064 -0.865 16.186  0.358
H: -32.086 -1.793 17.139  0.221
H: -32.318 -1.221 14.304  0.211
H: -33.620 -1.338 15.385  0.388
H: -32.785 -3.327 13.563  0.213
H: -33.720 -3.748 15.034  0.265
O: -37.149 -5.015 -1.239  -0.631
C: -36.442 -3.975 -1.265  0.514
O: -35.481 -3.735 -0.337  -0.309
C: -34.927 -2.438 -0.524  -0.383
C: -35.180 -2.032 -1.973  -0.468
C: -36.486 -2.804 -2.264  -0.406
H: -33.856 -2.502 -0.334  0.267
H: -35.326 -1.741 0.213  0.286
H: -34.384 -2.526 -2.529  0.252
H: -35.222 -0.957 -2.147  0.330
H: -36.598 -3.175 -3.282  0.305
H: -37.330 -2.175 -1.979  0.244
O: -34.385 -9.288 3.465  -0.625
C: -34.827 -8.250 3.983  0.533
O: -33.956 -7.304 4.394  -0.338
C: -34.490 -6.135 4.988  -0.285
C: -36.010 -6.394 4.877  -0.512
C: -36.232 -7.800 4.309  -0.312
H: -34.261 -5.174 4.528  0.262
H: -34.270 -6.080 6.054  0.231
H: -36.586 -5.595 4.410  0.362
H: -36.362 -6.410 5.909  0.213
H: -36.837 -7.800 3.402  0.237
H: -36.758 -8.372 5.074  0.236
O: -39.764 -4.832 12.561  -0.593
C: -40.844 -4.942 11.974  0.509
O: -41.982 -5.394 12.552  -0.352
C: -43.028 -5.567 11.658  -0.375
C: -42.606 -4.717 10.483  -0.414
C: -41.111 -4.448 10.569  -0.312
H: -44.045 -5.363 11.992  0.315
H: -43.128 -6.621 11.397  0.225
H: -43.179 -3.792 10.420  0.275
H: -42.829 -5.351 9.625  0.259
H: -40.855 -3.389 10.536  0.188
H: -40.493 -4.923 9.808  0.274
O: -38.763 8.694 -5.346  -0.641
C: -38.605 7.777 -4.555  0.537
O: -37.427 7.532 -4.134  -0.324
C: -37.383 6.440 -3.203  -0.365
C: -38.793 6.441 -2.697  -0.440
C: -39.554 6.823 -3.938  -0.381
H: -36.658 6.643 -2.415  0.287
H: -37.084 5.465 -3.587  0.253
H: -38.949 7.081 -1.829  0.270
H: -39.065 5.433 -2.383  0.273
H: -40.540 7.230 -3.716  0.295
H: -39.648 6.053 -4.705  0.235
C: -43.750 6.468 0.410  -0.497
O: -42.848 6.790 1.500  -0.496
H: -44.506 5.747 0.721  0.251
H: -44.241 7.381 0.072  0.233
H: -43.264 5.961 -0.423  0.210
H: -42.351 5.986 1.669  0.299
C: -34.616 5.746 8.143  -0.446
O: -35.985 5.392 8.345  -0.516
H: -34.286 5.032 7.388  0.230
H: -34.607 6.769 7.768  0.216
H: -34.046 5.728 9.072  0.193
H: -36.298 4.690 7.770  0.323
C: -42.517 0.781 8.083  -0.501
O: -41.890 2.031 8.022  -0.529
H: -43.584 0.968 8.208  0.241
H: -42.308 0.174 7.202  0.257
H: -42.325 0.303 9.043  0.207
H: -41.048 2.083 7.564  0.324
C: -29.680 0.970 1.300  -0.442
O: -29.249 -0.359 1.251  -0.517
H: -30.723 1.095 1.591  0.204
H: -29.029 1.508 1.990  0.233
H: -29.615 1.416 0.307  0.210
H: -29.474 -0.868 2.033  0.313
N: -36.877 3.874 13.209  0.024
C: -35.841 3.934 14.125  -0.365
C: -36.360 3.318 15.301  -0.500
C: -37.698 3.120 15.051  -0.307
C: -38.046 3.528 13.796  -0.507
H: -36.755 4.214 12.266  0.183
H: -34.850 4.271 13.858  0.359
H: -35.810 3.176 16.219  0.375
H: -38.391 2.738 15.786  0.369
H: -38.931 3.431 13.184  0.370
N: -44.610 -1.122 -0.546  0.028
C: -45.699 -0.477 -0.182  -0.470
C: -45.453 0.414 0.864  -0.392
C: -44.146 0.190 1.217  -0.361
C: -43.630 -0.623 0.264  -0.563
H: -44.534 -1.866 -1.225  0.206
H: -46.622 -0.725 -0.685  0.365
H: -46.120 1.131 1.318  0.374
H: -43.624 0.680 2.025  0.425
H: -42.620 -1.001 0.196  0.388

- multiplicity = 1
- lowest unoccupied orbital energy (eV) = 1.469
- E_HOMO (Eh) = -0.24826
- net charge = -1
- calculated total energy (Ha) = -4856.14302


C42H69B2O33P | wB97M-V/def2-TZVPD

Last column: Mulliken charge in e.
Element x y z (Å)
C: -4.270 -0.107 -7.366  -0.598
C: -5.230 1.206 -7.027  -0.145
O: -4.706 2.059 -5.941  -0.374
C: -5.828 2.717 -5.199  -0.658
C: -5.937 1.924 -3.734  0.219
C: -7.304 2.275 -2.899  -0.802
C: -7.611 1.258 -1.636  -0.195
C: -6.536 1.385 -0.406  -0.420
B: -5.814 -0.075 -0.011  0.005
B: -4.606 -0.588 -1.006  0.829
O: -4.852 -0.971 -2.417  -0.487
O: -3.224 -0.606 -0.454  -0.695
C: -2.496 -1.824 -0.839  0.836
C: -0.890 -1.525 -0.489  -0.880
P: -6.461 -0.928 1.568  0.029
C: -4.836 -1.451 2.511  -0.684
C: -7.379 -2.551 1.282  -0.597
C: -7.215 -3.302 -0.141  -0.372
H: -3.652 0.106 -8.340  0.296
H: -4.922 -1.078 -7.508  0.067
H: -3.513 -0.319 -6.488  0.114
H: -6.308 0.759 -6.795  0.189
H: -5.317 1.801 -8.042  0.246
H: -5.631 3.870 -5.011  0.293
H: -6.846 2.650 -5.802  0.306
H: -5.982 0.781 -4.001  0.020
H: -4.961 2.209 -3.152  0.152
H: -8.209 2.167 -3.663  0.314
H: -7.236 3.407 -2.577  0.230
H: -8.665 1.596 -1.197  0.285
H: -7.736 0.135 -1.978  0.203
H: -5.664 2.148 -0.663  0.224
H: -7.044 1.806 0.572  0.222
H: -5.554 -1.681 -2.499  0.212
H: -2.525 -2.076 -1.988  -0.288
H: -2.854 -2.752 -0.213  -0.164
H: -0.611 -0.380 -0.589  0.249
H: -0.625 -1.958 0.571  0.264
H: -0.237 -2.078 -1.320  0.117
H: -4.181 -2.164 1.854  0.047
H: -4.269 -0.529 2.960  0.103
H: -5.233 -2.067 3.452  0.370
H: -7.024 -3.313 2.129  0.271
H: -8.543 -2.397 1.488  0.321
H: -8.296 -3.710 -0.446  0.307
H: -6.845 -2.673 -1.048  -0.031
H: -6.570 -4.292 0.029  0.027
C: 3.899 0.224 1.240  0.414
C: 3.264 0.806 0.019  -0.213
O: 2.884 -0.335 -0.726  -0.321
C: 2.758 -1.365 0.161  0.578
O: 2.280 -2.454 -0.111  -0.599
O: 3.234 -1.017 1.392  -0.350
H: 3.756 0.851 2.124  -0.074
H: 4.970 0.037 1.106  0.126
H: 2.368 1.390 0.252  0.221
H: 3.956 1.430 -0.553  0.242
C: -0.710 -3.862 -4.240  0.096
C: -0.655 -2.369 -4.261  0.261
O: -0.401 -2.071 -5.620  -0.392
C: -0.839 -3.139 -6.349  0.578
O: -0.930 -3.152 -7.565  -0.591
O: -1.164 -4.189 -5.540  -0.320
H: -1.399 -4.243 -3.481  0.258
H: 0.276 -4.314 -4.086  0.037
H: -1.607 -1.912 -3.971  0.083
H: 0.138 -1.972 -3.621  0.167
C: -7.373 -2.924 -10.334  -0.316
C: -6.572 -3.775 -9.403  -0.281
O: -6.749 -3.142 -8.150  -0.291
C: -7.915 -2.437 -8.223  0.653
O: -8.461 -1.909 -7.268  -0.563
O: -8.391 -2.402 -9.501  -0.308
H: -7.804 -3.500 -11.158  0.290
H: -6.792 -2.093 -10.746  0.267
H: -6.954 -4.800 -9.339  0.272
H: -5.513 -3.807 -9.675  0.284
C: 7.467 4.151 1.427  -0.035
C: 7.186 3.161 0.343  -0.463
O: 6.052 2.465 0.824  -0.205
C: 5.424 3.293 1.710  0.563
O: 4.322 3.081 2.188  -0.550
O: 6.190 4.387 1.991  -0.338
H: 7.898 5.079 1.042  0.347
H: 8.126 3.747 2.202  0.032
H: 6.929 3.643 -0.606  0.261
H: 8.022 2.476 0.179  0.344
C: 3.596 1.693 5.772  -0.155
C: 2.929 3.023 5.638  -0.211
O: 2.630 3.374 6.976  -0.348
C: 3.502 2.686 7.770  0.598
O: 3.640 2.877 8.967  -0.558
O: 4.198 1.759 7.051  -0.359
H: 4.349 1.524 4.997  0.175
H: 2.881 0.863 5.760  0.330
H: 3.593 3.783 5.213  0.238
H: 2.017 2.972 5.037  0.309
C: 6.296 -3.861 -0.369  -0.327
C: 6.417 -3.638 1.103  -0.186
O: 7.488 -2.719 1.206  -0.321
C: 7.564 -2.062 0.012  0.697
O: 8.264 -1.085 -0.193  -0.583
O: 6.754 -2.641 -0.922  -0.312
H: 5.266 -4.063 -0.676  0.290
H: 6.939 -4.673 -0.723  0.290
H: 5.518 -3.182 1.533  0.168
H: 6.642 -4.559 1.647  0.302
C: 12.886 4.143 2.477  -0.343
C: 11.978 5.115 1.795  -0.349
O: 10.688 4.606 2.073  -0.211
C: 10.795 3.851 3.206  0.618
O: 9.845 3.401 3.825  -0.517
O: 12.101 3.667 3.555  -0.319
H: 13.802 4.614 2.843  0.297
H: 13.152 3.298 1.834  0.267
H: 12.058 6.124 2.212  0.274
H: 12.153 5.161 0.716  0.295
C: -4.443 1.796 5.827  -0.327
C: -4.389 3.289 5.806  -0.362
O: -4.134 3.587 4.446  -0.333
C: -4.573 2.519 3.717  0.606
O: -4.664 2.506 2.501  -0.488
O: -4.898 1.469 4.527  -0.224
H: -5.132 1.415 6.585  0.281
H: -3.458 1.344 5.981  0.271
H: -5.341 3.746 6.096  0.262
H: -3.596 3.686 6.445  0.300
C: 7.609 3.451 7.046  0.050
C: 7.730 3.674 8.519  -0.300
O: 8.802 4.593 8.622  -0.331
C: 8.878 5.250 7.428  0.647
O: 9.577 6.227 7.223  -0.576
O: 8.067 4.671 6.494  -0.280
H: 6.580 3.249 6.739  -0.023
H: 8.253 2.639 6.692  0.204
H: 6.832 4.130 8.948  0.257
H: 7.956 2.752 9.062  0.328
C: -3.185 -6.029 0.904  -0.335
C: -2.481 -7.290 0.519  -0.365
O: -2.228 -7.113 -0.862  -0.334
C: -2.222 -5.767 -1.095  0.439
O: -1.868 -5.251 -2.141  -0.531
O: -2.664 -5.076 -0.003  -0.146
H: -2.978 -5.735 1.936  0.360
H: -4.269 -6.095 0.764  0.193
H: -1.527 -7.412 1.041  0.258
H: -3.096 -8.178 0.689  0.315

- multiplicity = 1
- lowest unoccupied orbital energy (eV) = -0.047
- E_HOMO (Eh) = -0.27270
- calculated total energy (Ha) = -4515.62756
- SMILES string = CCOCCCCCB(B(O)OCC)P(C)CC.O=C1OCCO1.O=C1OCCO1.O=C1OCCO1.O=C1OCCO1.O=C1OCCO1.O=C1OCCO1.O=C1OCCO1.O=C1OCCO1.O=C1OCCO1.O=C1OCCO1


C42H70CrGeN6O2P3 | wB97M-V/def2-TZVPD

Last column: Mulliken charge in e.
Element x y z (Å)
Cr: 0.106 0.782 -1.020  0.255
C: 3.857 -0.045 3.083  -1.898
C: 2.524 0.548 2.619  1.419
C: 2.317 1.887 3.338  -1.370
P: 2.269 0.635 0.776  1.298
C: 2.236 -1.195 0.495  -2.264
N: 0.972 -1.698 1.002  1.024
Ge: -0.662 -0.747 0.783  0.266
N: -1.728 -2.139 -0.085  0.632
C: -1.881 -2.171 -1.530  -2.332
P: -0.645 -1.122 -2.415  1.271
C: 0.720 -2.352 -2.701  1.358
C: 2.034 -1.688 -3.142  -1.102
C: 0.399 -3.519 -3.637  -1.668
C: -1.501 -0.742 -4.008  1.173
C: -0.502 -0.199 -5.034  -1.553
C: -2.383 -1.842 -4.601  -1.660
C: -2.755 -2.645 0.684  0.407
C: -3.970 -3.164 0.212  -0.795
C: -4.923 -3.598 1.119  -0.898
C: -4.707 -3.492 2.493  -1.134
C: -3.496 -3.004 2.974  -0.202
C: -2.527 -2.623 2.072  -0.222
N: -1.171 -2.245 2.402  1.228
C: -0.256 -3.357 2.164  -0.013
C: -0.470 -4.646 2.613  -0.341
C: 0.469 -5.630 2.341  -1.106
C: 1.599 -5.313 1.594  -1.026
C: 1.803 -4.024 1.121  -0.244
C: 0.876 -3.021 1.414  0.229
C: -0.977 -1.567 3.659  -0.300
C: -0.746 -2.190 4.871  0.079
C: -0.595 -1.422 6.016  -1.099
C: -0.646 -0.038 5.917  -0.943
C: -0.844 0.587 4.691  -0.817
C: -1.019 -0.179 3.534  0.179
N: -1.231 0.346 2.258  0.750
C: -1.290 1.807 2.173  -2.132
P: -1.601 2.416 0.467  0.686
C: -3.421 2.771 0.583  0.784
C: -3.770 3.988 1.447  -1.685
C: -4.172 1.521 1.112  -2.151
C: -0.836 4.109 0.533  0.295
C: -1.288 4.968 -0.655  -1.619
C: 0.691 4.025 0.506  -0.859
C: 3.831 1.131 -0.074  1.279
C: 4.270 2.519 0.412  -1.637
C: 4.989 0.134 -0.056  -1.495
H: 3.799 -0.214 4.160  0.490
H: 4.681 0.647 2.907  0.354
H: 4.100 -1.003 2.622  0.305
H: 1.721 -0.128 2.923  -0.570
H: 3.126 2.588 3.121  0.342
H: 2.302 1.720 4.417  0.460
H: 1.378 2.364 3.076  0.180
H: 3.054 -1.665 1.038  1.202
H: 2.389 -1.402 -0.571  -0.049
H: -2.867 -1.829 -1.837  0.636
H: -1.762 -3.200 -1.875  0.777
H: 0.858 -2.751 -1.688  -0.483
H: 2.028 -1.489 -4.216  0.392
H: 2.877 -2.353 -2.941  0.464
H: 2.217 -0.745 -2.629  -0.103
H: 0.344 -3.188 -4.675  0.354
H: -0.532 -4.028 -3.389  0.338
H: 1.199 -4.258 -3.571  0.470
H: -2.140 0.096 -3.725  0.227
H: 0.186 -0.973 -5.377  0.266
H: 0.069 0.626 -4.606  0.029
H: -1.040 0.176 -5.907  0.516
H: -1.807 -2.711 -4.917  0.286
H: -2.888 -1.445 -5.485  0.508
H: -3.157 -2.181 -3.913  0.319
H: -4.158 -3.252 -0.850  0.581
H: -5.847 -4.028 0.753  0.447
H: -5.474 -3.812 3.187  0.451
H: -3.306 -2.939 4.039  0.574
H: -1.369 -4.886 3.170  0.565
H: 0.322 -6.637 2.707  0.475
H: 2.327 -6.083 1.367  0.435
H: 2.674 -3.801 0.516  0.513
H: -0.684 -3.270 4.924  0.527
H: -0.442 -1.900 6.974  0.480
H: -0.522 0.569 6.806  0.444
H: -0.861 1.667 4.640  0.538
H: -0.371 2.278 2.522  -0.141
H: -2.099 2.158 2.820  1.291
H: -3.749 2.977 -0.438  0.624
H: -3.372 3.895 2.460  0.282
H: -4.857 4.063 1.524  0.518
H: -3.413 4.924 1.023  0.439
H: -4.553 1.705 2.117  0.401
H: -3.543 0.626 1.197  0.602
H: -5.039 1.287 0.490  0.273
H: -1.154 4.575 1.469  0.901
H: -0.844 4.590 -1.576  0.112
H: -0.945 5.995 -0.512  0.512
H: -2.369 4.992 -0.788  0.404
H: 1.027 3.551 -0.419  -0.233
H: 1.100 3.464 1.344  0.026
H: 1.114 5.032 0.541  0.707
H: 3.500 1.230 -1.111  -0.351
H: 4.724 2.455 1.403  0.344
H: 3.433 3.220 0.469  0.188
H: 5.020 2.938 -0.262  0.500
H: 5.399 -0.003 0.941  0.265
H: 5.793 0.520 -0.687  0.508
H: 4.704 -0.842 -0.451  0.232
O: -1.477 2.455 -2.667  -0.617
H: -2.288 2.029 -2.346  -0.079
H: -1.729 3.009 -3.414  0.284
O: -3.305 0.542 -1.620  -0.823
H: -4.071 0.451 -2.200  0.318
H: -3.640 0.362 -0.733  -0.101
C: 3.977 3.430 -3.651  -0.893
N: 2.878 2.534 -4.055  0.034
C: 2.834 2.084 -5.456  -0.725
C: 2.044 2.077 -3.168  0.352
N: 1.304 1.670 -2.379  0.290
H: 4.007 4.279 -4.330  0.375
H: 4.927 2.901 -3.697  0.331
H: 3.808 3.788 -2.638  0.236
H: 2.730 2.948 -6.108  0.347
H: 1.989 1.419 -5.607  0.141
H: 3.755 1.558 -5.701  0.336

- expectation value of S² = 8.8019
- energy above the lowest of the compared OMol25 structures with the same formula, charge and spin (eV) = 0.794
- multiplicity = 6
- lowest unoccupied orbital energy (alpha / beta) (eV) = -4.555 / -7.156
- E_HOMO (alpha / beta) (Eh) = -0.44650 / -0.44670
- net charge = +2
- calculated total energy (Ha) = -6266.45275